#A
# C3H10N5

2 unconnected molecules or ions with the total composition C3H10N5 (ωB97M-V/def2-TZVPD, OMol25).

Properties
HOMO-LUMO gap	10.340	eV
LUMO energy	-0.153	Eh

Geometry as ORCA input:
```
! wB97M-V def2-TZVPD RIJCOSX def2/J DEFGRID3
* xyz 1 1
C 3.31 0.03 0.00
C 1.90 -0.60 0.27
C 0.68 0.04 -0.23
N -2.01 0.82 0.05
N -0.43 -0.59 0.18
N -1.02 -1.50 0.44
N -4.14 0.13 -0.19
N -2.90 -0.03 -0.04
H 4.20 -0.72 -0.20
H 3.21 0.65 -0.85
H 3.68 0.52 0.86
H 1.92 -0.68 1.39
H 1.93 -1.65 -0.24
H 0.45 1.07 0.22
H 0.65 0.39 -1.24
H -2.31 1.74 0.08
H -4.49 1.09 -0.27
H -4.63 -0.72 -0.23
*
```


#B
# C3H10N5

A gas-phase ion, C3H10N5 (charge +1) (ωB97M-V/def2-TZVPD, OMol25).

Properties
HOMO-LUMO gap	9.324	eV
SMILES	[H]/N=[N+](N)/N=C(/C)NC
LUMO energy	-0.188	Eh

Geometry as ORCA input:
```
! wB97M-V def2-TZVPD RIJCOSX def2/J DEFGRID3
* xyz 1 1
H -2.47 1.94 -0.55
N -1.73 1.48 -0.14
N -1.84 0.18 -0.09
N -3.10 -0.35 -0.08
N -0.95 -0.74 0.01
C 0.37 -0.45 -0.04
C 1.23 -1.71 0.18
N 0.85 0.73 -0.17
C 2.24 1.20 -0.08
H -3.09 -1.37 0.11
H -3.83 0.04 0.49
H 1.85 -1.64 1.00
H 1.81 -2.16 -0.57
H 0.54 -2.53 0.42
H 0.10 1.45 -0.32
H 2.91 0.65 0.63
H 2.74 0.93 -0.95
H 2.37 2.33 0.16
*
```


Q: Which of them is the most stable? A: #B.


#A
# C2H9O2S

3 unconnected molecules or ions with the total composition C2H9O2S (ωB97M-V/def2-TZVPD, OMol25).

Properties
HOMO-LUMO gap	7.272	eV
LUMO energy	0.154	Eh

Geometry as ORCA input:
```
! wB97M-V def2-TZVPD RIJCOSX def2/J DEFGRID3
* xyz -1 1
C 2.30 -0.65 -1.47
C 0.83 -0.35 -1.57
S 0.18 0.51 -0.11
H 2.87 0.29 -1.42
H 2.50 -1.20 -0.55
H 2.70 -1.19 -2.34
H 0.65 0.22 -2.47
H 0.29 -1.30 -1.69
H -2.61 1.50 -0.36
H -2.26 0.09 -0.23
O -3.03 0.68 -0.07
H -0.68 -1.17 2.63
H 0.25 0.00 2.28
O 0.01 -0.61 3.00
*
```


#B
# C2H9O2S

3 unconnected molecules or ions with the total composition C2H9O2S (ωB97M-V/def2-TZVPD, OMol25).

Properties
HOMO-LUMO gap	6.877	eV
LUMO energy	0.143	Eh

Geometry as ORCA input:
```
! wB97M-V def2-TZVPD RIJCOSX def2/J DEFGRID3
* xyz -1 1
C 0.01 2.31 1.25
C -0.05 0.80 1.05
S 0.49 0.32 -0.59
H -0.81 2.76 0.68
H 0.92 2.71 0.82
H -0.17 2.66 2.29
H -1.08 0.49 1.26
H 0.54 0.34 1.84
H -1.28 -2.38 -0.60
H -1.43 -0.94 -0.92
O -1.95 -1.78 -0.94
H 1.40 -1.66 -2.00
H 2.07 -3.04 -1.85
O 1.35 -2.59 -2.28
*
```


Q: Which of them is the most stable? A: #A.


#A
# C2HI5S

A molecular structure, C2HI5S (ωB97M-V/def2-TZVPD, OMol25).

Properties
HOMO-LUMO gap (spin up / spin down)	7.039 / 6.563	eV
LUMO energy (spin up / spin down)	-0.043 / -0.049	Eh

Geometry as ORCA input:
```
! wB97M-V def2-TZVPD RIJCOSX def2/J DEFGRID3
* xyz 0 1
C -0.40 1.65 -0.42
C 0.65 -2.09 0.02
S 0.23 1.41 1.19
I -2.36 2.54 -0.42
I 1.06 2.40 -1.80
I -1.00 -1.47 -1.14
I 0.21 -3.40 1.60
I 2.58 -2.24 -0.92
H -0.98 1.20 1.89
*
```


#B
# C2HI5S

A molecular structure, C2HI5S (ωB97M-V/def2-TZVPD, OMol25).

Properties
HOMO-LUMO gap (spin up / spin down)	6.890 / 6.889	eV
LUMO energy (spin up / spin down)	-0.044 / -0.045	Eh

Geometry as ORCA input:
```
! wB97M-V def2-TZVPD RIJCOSX def2/J DEFGRID3
* xyz 0 1
C -0.63 -0.99 -0.12
C 0.41 1.18 0.55
S 0.68 -1.88 -0.96
I -2.22 -0.19 -1.23
I -0.98 -2.02 1.57
I 1.41 0.62 2.28
I -1.22 2.44 0.72
I 1.69 1.71 -1.03
H 0.86 -0.87 -1.79
*
```


Q: Which of them is the most stable? A: #B.


#A
# CH3N2O

A gas-phase ion, CH3N2O (charge +1) (ωB97M-V/def2-TZVPD, OMol25).

Properties
HOMO-LUMO gap	9.409	eV
SMILES	[NH2+]=C=[NH+][O-]
LUMO energy	-0.240	Eh

Geometry as ORCA input:
```
! wB97M-V def2-TZVPD RIJCOSX def2/J DEFGRID3
* xyz 1 1
N -1.21 0.43 -0.05
C -0.08 -0.07 -0.38
N 1.22 -0.31 0.02
O 2.34 0.13 -0.09
H -2.15 0.30 -0.61
H -1.33 0.92 0.94
H 1.21 -1.40 0.16
*
```


#B
# CH3N2O

2 unconnected molecules or ions with the total composition CH3N2O (ωB97M-V/def2-TZVPD, OMol25).

Properties
HOMO-LUMO gap (spin up / spin down)	9.338 / 9.338	eV
LUMO energy (spin up / spin down)	-0.230 / -0.230	Eh

Geometry as ORCA input:
```
! wB97M-V def2-TZVPD RIJCOSX def2/J DEFGRID3
* xyz 1 1
C -1.50 0.26 0.04
N 2.16 -0.18 -0.01
N 1.27 0.48 -0.11
O -0.54 -0.46 -0.09
H -2.41 -0.28 -0.11
H -1.56 1.30 0.11
H 2.56 -1.12 0.17
*
```


#C
# CH3N2O

2 unconnected molecules or ions with the total composition CH3N2O (ωB97M-V/def2-TZVPD, OMol25).

Properties
HOMO-LUMO gap	10.204	eV
LUMO energy	-0.244	Eh

Geometry as ORCA input:
```
! wB97M-V def2-TZVPD RIJCOSX def2/J DEFGRID3
* xyz 1 1
C -0.58 0.00 -0.11
N -3.01 -0.26 -0.02
N -1.91 -0.13 -0.07
O -0.11 1.25 -0.18
H -0.10 -0.95 -1.25
H -0.14 -0.67 0.65
H 0.64 1.42 0.40
*
```


Q: Which of them is the most stable? A: #B.


#A
# C3H5FN2

C3H5FN2 in the gas phase (ωB97M-V/def2-TZVPD, OMol25).

Properties
HOMO-LUMO gap	10.468	eV
SMILES	[H]/N=C(/N)C(=C)F
LUMO energy	0.023	Eh

Geometry as ORCA input:
```
! wB97M-V def2-TZVPD RIJCOSX def2/J DEFGRID3
* xyz 0 1
H -0.54 -2.07 -0.07
N -1.26 -1.34 -0.06
C -0.76 -0.16 -0.04
N -1.64 0.92 -0.05
C 0.74 0.10 0.01
C 1.18 1.35 -0.05
F 1.64 -0.96 0.07
H -2.49 0.51 0.47
H -1.31 1.72 0.48
H 0.59 2.22 -0.24
H 2.29 1.44 0.01
*
```


#B
# C3H5FN2

C3H5FN2 in the gas phase (ωB97M-V/def2-TZVPD, OMol25).

Properties
HOMO-LUMO gap	9.452	eV
SMILES	C=C(F)/C=N\N
LUMO energy	0.028	Eh

Geometry as ORCA input:
```
! wB97M-V def2-TZVPD RIJCOSX def2/J DEFGRID3
* xyz 0 1
C 0.38 1.84 0.81
C 0.29 0.61 0.39
F 1.42 -0.22 0.55
C -0.82 0.04 -0.30
N -0.93 -1.09 -0.88
N 0.09 -1.96 -0.96
H -0.37 2.62 0.62
H 1.24 2.27 1.32
H -1.76 0.60 -0.29
H 0.81 -1.86 -0.25
H -0.35 -2.86 -1.01
*
```


Q: Which of them is the most stable? A: #A.


#A
# C5H9NO2S

C5H9NO2S in the gas phase (ωB97M-V/def2-TZVPD, OMol25).

Properties
HOMO-LUMO gap	9.715	eV
SMILES	CN1C(=O)SC[C@@]1(C)O
LUMO energy	0.022	Eh

Geometry as ORCA input:
```
! wB97M-V def2-TZVPD RIJCOSX def2/J DEFGRID3
* xyz 0 1
C -1.39 -1.18 -0.59
N -0.58 -0.49 0.35
C 0.56 -1.70 1.12
O 0.22 -2.82 1.07
S 1.67 -0.77 1.96
C 1.20 0.79 1.16
C 0.34 0.52 -0.09
C -0.45 1.76 -0.60
O 1.27 0.00 -1.07
H -2.40 -1.26 -0.31
H -1.22 -0.58 -1.61
H -1.22 -2.19 -0.73
H 2.05 1.44 0.90
H 0.71 1.60 1.88
H 0.39 2.52 -0.57
H -1.27 1.81 -0.02
H -0.80 1.43 -1.55
H 0.90 -0.88 -1.30
*
```


#B
# C5H9NO2S

2 unconnected molecules or ions with the total composition C5H9NO2S (ωB97M-V/def2-TZVPD, OMol25).

Properties
HOMO-LUMO gap	9.359	eV
SMILES	C[C@@H](O)C=C=O.[H]/N=C\S
LUMO energy	0.022	Eh

Geometry as ORCA input:
```
! wB97M-V def2-TZVPD RIJCOSX def2/J DEFGRID3
* xyz 0 1
C 1.88 1.12 1.27
C 0.51 1.50 0.50
O 0.70 1.10 -0.83
C -0.62 0.71 1.14
C -1.74 1.20 1.52
O -2.62 1.73 2.01
H 1.80 1.67 2.12
H 2.77 1.45 0.57
H 1.87 -0.06 1.47
H 0.12 2.53 0.36
H 1.40 0.48 -1.05
H -0.77 -0.29 0.76
H 0.17 -2.84 -0.61
N 0.06 -1.87 -0.84
C -0.75 -1.57 -1.74
S -1.84 -2.57 -2.71
H -1.10 -0.59 -2.08
H -1.83 -3.69 -1.85
*
```


Q: Which of them is the most stable? A: #A.


#A
# C4H10O3

2 unconnected molecules or ions with the total composition C4H10O3 (ωB97M-V/def2-TZVPD, OMol25).

Properties
HOMO-LUMO gap	9.674	eV
SMILES	C1COCCO1.O
LUMO energy	0.026	Eh

Geometry as ORCA input:
```
! wB97M-V def2-TZVPD RIJCOSX def2/J DEFGRID3
* xyz 0 1
C -0.45 -1.55 -0.65
C -1.10 -0.74 0.51
O -0.05 -0.22 1.44
C 0.91 0.54 0.78
C 1.52 -0.33 -0.29
O 0.55 -0.64 -1.24
H -1.27 -1.81 -1.36
H -0.01 -2.50 -0.30
H -1.80 -1.24 1.20
H -1.66 0.05 -0.03
H 0.43 1.46 0.38
H 1.63 0.84 1.57
H 2.17 0.32 -0.89
H 2.13 -1.19 0.06
O -1.14 2.13 -0.08
H -0.27 2.59 -0.16
H -1.59 2.30 -0.93
*
```


#B
# C4H10O3

3 unconnected molecules or ions with the total composition C4H10O3 (ωB97M-V/def2-TZVPD, OMol25).

Properties
HOMO-LUMO gap	8.343	eV
SMILES	C=CC(=C)O.O.O
LUMO energy	0.010	Eh

Geometry as ORCA input:
```
! wB97M-V def2-TZVPD RIJCOSX def2/J DEFGRID3
* xyz 0 1
C 1.59 -0.43 2.28
C 0.85 0.63 1.86
C 0.91 1.09 0.47
C 0.39 2.29 0.14
O 1.58 0.34 -0.42
H 1.82 -1.21 1.58
H 1.86 -0.52 3.33
H -0.11 0.87 2.32
H 0.72 2.80 -0.76
H -0.43 2.74 0.66
H 1.60 0.73 -1.30
O -0.26 0.53 -2.32
H -0.44 -0.26 -1.78
H -1.08 0.51 -2.84
O -3.77 -3.46 -0.87
H -3.29 -4.16 -0.42
H -3.55 -2.73 -0.28
*
```


Q: Which of them is the most stable? A: #A.


#A
# C4H10O3

2 unconnected molecules or ions with the total composition C4H10O3 (ωB97M-V/def2-TZVPD, OMol25).

Properties
HOMO-LUMO gap	10.684	eV
SMILES	C[C@@H](O)CC=O.O
LUMO energy	0.023	Eh

Geometry as ORCA input:
```
! wB97M-V def2-TZVPD RIJCOSX def2/J DEFGRID3
* xyz 0 1
C 0.41 -1.51 -0.40
C 0.04 -0.48 0.57
O 1.03 0.49 0.78
C -1.13 0.42 0.19
C -2.05 0.82 1.43
O -3.28 1.15 1.46
H 0.92 -1.13 -1.31
H -0.56 -1.96 -0.48
H 0.99 -2.33 -0.01
H -0.24 -0.80 1.57
H 1.87 0.18 0.70
H -0.62 1.23 -0.19
H -1.67 -0.15 -0.49
H -1.33 0.97 2.37
O 2.15 1.21 -2.05
H 1.63 1.13 -1.32
H 1.84 0.76 -2.80
*
```


#B
# C4H10O3

C4H10O3 in the gas phase (ωB97M-V/def2-TZVPD, OMol25).

Properties
HOMO-LUMO gap	10.583	eV
SMILES	COC[C@@H](O)CO
LUMO energy	0.029	Eh

Geometry as ORCA input:
```
! wB97M-V def2-TZVPD RIJCOSX def2/J DEFGRID3
* xyz 0 1
C 2.77 0.07 -0.20
O 1.55 0.30 0.46
C 0.39 0.06 -0.30
C -0.75 -0.18 0.65
O -1.19 1.01 1.33
C -1.86 -0.65 -0.29
O -3.12 -0.22 0.12
H 3.58 0.09 0.54
H 2.94 0.87 -0.93
H 2.80 -0.90 -0.71
H -0.11 0.78 -1.07
H 0.54 -0.82 -0.94
H -0.46 -0.90 1.42
H -0.69 1.76 0.98
H -1.86 -1.75 -0.34
H -1.58 -0.16 -1.31
H -2.94 0.62 0.57
*
```


#C
# C4H10O3

C4H10O3 in the gas phase (ωB97M-V/def2-TZVPD, OMol25).

Properties
HOMO-LUMO gap	7.725	eV
LUMO energy	0.014	Eh

Geometry as ORCA input:
```
! wB97M-V def2-TZVPD RIJCOSX def2/J DEFGRID3
* xyz 0 1
C -0.96 -0.30 1.33
O 0.30 0.23 0.86
C 0.47 1.83 0.75
C 0.89 -0.35 -0.35
O 0.81 -1.73 -0.29
C 0.20 0.11 -1.63
O -1.14 -0.31 -1.70
H -0.84 -1.37 1.56
H -1.73 -0.15 0.58
H -1.18 0.26 2.24
H -0.59 2.08 0.51
H 0.59 2.04 1.82
H 1.90 0.05 -0.31
H 1.40 -2.04 0.41
H 0.80 -0.27 -2.46
H 0.22 1.20 -1.65
H -1.14 -1.27 -1.66
*
```


#D
# C4H10O3

3 unconnected molecules or ions with the total composition C4H10O3 (ωB97M-V/def2-TZVPD, OMol25).

Properties
HOMO-LUMO gap	9.342	eV
SMILES	C=C/C=C/O.O.O
LUMO energy	0.024	Eh

Geometry as ORCA input:
```
! wB97M-V def2-TZVPD RIJCOSX def2/J DEFGRID3
* xyz 0 1
C 1.51 -0.84 -1.09
C 0.83 -0.48 -0.04
C -0.53 -0.77 0.42
C -1.52 -0.07 -0.03
O -2.83 -0.41 0.01
H 2.47 -0.48 -1.31
H 1.17 -1.42 -1.87
H 1.42 0.12 0.67
H -0.75 -1.65 0.95
H -1.52 0.88 -0.62
H -3.08 -1.31 0.51
O 0.42 0.17 3.29
H 0.93 -0.58 3.36
H 0.78 0.68 2.50
O 0.26 1.75 -2.00
H -0.55 2.25 -2.28
H 0.98 2.15 -2.48
*
```


Q: Which of them is the most stable? A: #B.